Here is 5 unconnected molecules or ions with the total composition C46H49FN7O11PS2 in a non-equilibrium geometry from the OMol25 dataset. Energies are from ωB97M-V with the def2-TZVPD basis set.

## Properties
SMILES string: [H]/N=C(/C)Cc1ccc(S(=O)(=O)F)c2c1N(CCCCCCC)c1c(cccc1P(N)O)S2.O=[N+]([O-])c1ccccc1.O=[N+]([O-])c1ccccc1.O=[N+]([O-])c1ccccc1.O=[N+]([O-])c1ccccc1
Highest occupied orbital energy, eV: -7.8
HOMO-LUMO gap, eV: 7.07
Lowest unoccupied orbital energy, eV: -0.766

The geometry in XYZ format:
```
117
Properties=species:S:1:pos:R:3:forces:R:3:mulliken_charge:R:1
H 2.0094 -2.2257 1.3305 -0.0339 0.0692 0.2346 0.257
N 1.7779 -1.7685 2.2227 -1.0212 -0.1814 0.2407 -0.626
C 0.5069 -1.7984 2.4056 1.0963 -0.1190 -0.1911 0.490
C -0.0210 -1.1486 3.7372 0.2333 -1.3542 -0.5295 -1.119
C -0.3622 -2.5172 1.2995 -0.8258 0.0772 -0.2434 -0.640
C -1.3206 -1.5764 0.5060 -1.3480 1.1726 -0.8576 0.551
C -2.7460 -1.4872 0.8981 1.4167 1.4053 -1.9198 -0.947
C -3.6344 -0.6203 0.1558 0.8456 0.0317 -0.3530 -0.843
C -3.1957 0.1642 -1.0207 1.4415 -1.5911 2.6158 0.065
S -4.4590 1.1374 -1.8445 -1.6797 -0.1751 -2.0221 1.304
O -3.9585 2.1139 -2.7839 0.1487 -0.6955 1.7098 -0.513
O -5.4637 0.2313 -2.3713 1.1544 0.9140 1.3904 -0.598
F -5.2385 1.9908 -0.6607 1.4491 -1.2466 -1.0671 -0.279
C -1.7881 0.0695 -1.3964 0.2918 -0.6857 0.6099 1.326
C -0.8290 -0.7703 -0.6415 -2.3682 -0.6736 1.4128 -1.282
N 0.5831 -0.8783 -0.9343 -1.3130 1.3666 -1.1403 1.313
C 1.4259 0.0761 -0.1456 0.7362 0.4285 0.2510 -0.055
C 1.9238 1.3476 -0.9232 -0.4559 0.8828 0.5486 -0.483
C 2.3711 2.4923 0.1061 0.6780 -0.4510 -1.7732 -0.979
C 3.9245 2.2997 0.3935 -1.2013 0.8459 0.6692 -0.300
C 4.1689 2.4969 1.9557 0.3504 -1.2783 -1.0015 -0.968
C 4.3504 1.0637 2.6308 1.3045 0.9010 0.5189 0.520
C 5.7155 1.1081 3.4685 -1.3418 -0.0815 -0.4924 -1.382
C 0.8854 -0.8713 -2.3474 1.5512 -1.0819 -2.3298 -1.511
C 0.2203 -0.0710 -3.3788 1.3024 -1.6683 0.7196 1.265
C 0.6638 -0.1574 -4.7662 0.9170 -0.9396 0.9105 -0.586
C 1.7763 -1.0285 -5.1647 -0.1949 -0.3431 2.1997 -0.739
C 2.4553 -1.8689 -4.1599 -2.4481 2.2250 0.5850 -0.283
C 1.9889 -1.7621 -2.7750 0.3604 0.1482 -1.6554 -0.100
P 2.8174 -2.8221 -1.4481 -1.3345 -0.0936 1.9319 0.506
N 4.4503 -2.2409 -1.1612 -0.2064 -1.2976 -0.4743 -0.657
O 2.9615 -4.4200 -2.0521 -0.0990 1.8666 -0.9782 -0.549
S -1.1577 0.9846 -2.8141 0.3733 -0.6787 -0.3522 -0.107
H -0.6333 -0.2379 3.5272 0.4008 -0.7838 0.3628 0.281
H -0.5916 -1.9498 4.2941 0.1336 1.0406 -0.5899 0.319
H 0.8789 -0.9412 4.3818 -0.9024 0.1223 -0.9154 0.331
H 0.3066 -3.0139 0.5372 -0.3689 0.7417 0.9335 0.090
H -0.9774 -3.3567 1.7373 0.4634 0.9948 -0.1764 0.494
H -3.0715 -2.0813 1.7823 0.0569 0.6581 -0.9194 0.441
H -4.7057 -0.5292 0.4724 1.1675 -0.1364 -0.3704 0.317
H 2.3529 -0.4714 0.2011 -0.9982 0.5158 -0.2790 -0.420
H 0.8382 0.3308 0.7813 0.6623 -0.0647 -1.0378 0.488
H 1.1611 1.8202 -1.5921 0.3094 -0.8271 0.6010 0.074
H 2.7891 1.0573 -1.5813 -0.7454 0.3591 0.6352 0.342
H 2.2000 3.4760 -0.4270 0.2234 -0.9080 0.6570 0.306
H 1.7278 2.5202 1.0206 0.6074 -0.3052 -0.6757 0.494
H 4.1949 1.2717 0.0265 -0.0072 0.9079 0.6841 0.308
H 4.4985 3.0398 -0.2300 -0.6767 -1.0423 1.0164 0.306
H 5.0942 3.1302 2.0668 -0.9580 -0.6592 0.2638 0.478
H 3.2855 2.9760 2.4620 1.0181 -0.0892 -0.7012 0.283
H 3.4723 0.8431 3.2878 0.8249 -0.0024 -0.5276 0.115
H 4.4779 0.2445 1.8770 -0.4641 0.7509 0.5451 -0.184
H 5.7365 2.1064 3.9829 0.2310 -1.1455 -0.1446 0.351
H 6.5698 1.0464 2.7395 -0.7003 0.0145 0.8783 0.321
H 5.6984 0.2453 4.1819 0.4760 0.8690 -0.4557 0.379
H 0.1531 0.4583 -5.5400 0.4082 -0.5963 0.7186 0.387
H 2.1370 -1.0792 -6.2174 -0.5892 0.2276 0.9374 0.375
H 3.3018 -2.5523 -4.4019 -0.8134 0.7386 0.0733 0.427
H 4.4998 -2.1121 -0.1424 -0.1203 0.0447 -0.5212 0.282
H 5.0764 -3.0445 -1.3325 -0.0378 0.6430 -0.2439 0.306
H 2.4298 -4.4692 -2.8736 0.4645 -0.1662 0.4425 0.354
O -2.0987 0.3573 -8.6621 -0.0755 0.1481 0.2607 -0.616
N -2.4857 0.9303 -7.6594 0.2221 -0.0966 -0.0808 1.025
O -1.7716 1.2378 -6.7200 -0.0713 -0.0290 -0.1849 -0.607
C -3.9083 1.2705 -7.5685 -0.6234 0.1574 0.0802 0.028
C -4.7657 0.9074 -8.5987 -0.0022 -0.1207 -0.2092 -0.389
C -6.1156 1.2105 -8.4960 0.0485 0.0778 0.1632 -0.412
C -6.5965 1.8744 -7.3731 0.0090 0.0021 -0.0006 -0.402
C -5.7290 2.2424 -6.3518 -0.0518 -0.0696 -0.1700 -0.497
C -4.3782 1.9405 -6.4461 0.1449 0.0776 0.2033 -0.203
H -4.4007 0.3901 -9.4767 0.1443 0.0359 0.1500 0.436
H -6.7953 0.9266 -9.2904 0.0829 0.0047 0.0306 0.369
H -7.6530 2.1047 -7.2932 0.0732 -0.0115 -0.0076 0.374
H -6.1070 2.7615 -5.4795 0.0908 -0.0562 -0.0220 0.399
H -3.7112 2.2285 -5.6430 0.0547 -0.1305 -0.1115 0.466
O 4.7642 4.4455 -1.5021 0.0701 0.6692 -0.4217 -0.655
N 4.4498 5.6179 -1.6262 0.1963 -0.0203 0.2634 1.023
O 4.7856 6.5069 -0.8654 -0.0834 -0.2187 -0.2052 -0.613
C 3.6034 5.9770 -2.7686 -0.3853 0.1091 -0.4649 0.041
C 3.1701 4.9822 -3.6353 0.0013 -0.2202 -0.0187 -0.104
C 2.3495 5.3210 -4.7019 0.0132 0.1637 0.0599 -0.579
C 1.9733 6.6444 -4.8969 -0.0090 0.0127 -0.0123 -0.426
C 2.4204 7.6344 -4.0300 0.0085 -0.1963 -0.0389 -0.419
C 3.2389 7.3026 -2.9595 0.0142 0.2154 0.0912 -0.416
H 3.4577 3.9483 -3.4915 0.0651 0.1289 0.1538 0.464
H 2.0000 4.5523 -5.3806 0.0460 0.0205 0.0720 0.422
H 1.3275 6.9055 -5.7279 0.0493 -0.0192 0.0536 0.386
H 2.1270 8.6653 -4.1873 0.0453 -0.0585 0.0471 0.373
H 3.5794 8.0802 -2.2879 0.0610 -0.2033 0.0557 0.444
O -1.5128 -5.3231 4.7597 -0.2893 0.0344 -0.0711 -0.603
N -2.7236 -5.2464 4.6463 0.1794 0.2170 0.2669 1.073
O -3.4334 -4.5056 5.3046 0.1475 -0.1613 -0.1976 -0.618
C -3.3717 -6.1082 3.6518 -0.2672 -0.3689 -0.4054 0.038
C -2.6006 -6.9917 2.9082 0.2116 -0.0690 -0.0272 -0.226
C -3.2199 -7.8221 1.9847 -0.1559 0.0871 0.0513 -0.488
C -4.5969 -7.7616 1.8082 -0.0096 -0.0114 -0.0130 -0.384
C -5.3591 -6.8670 2.5499 0.1769 -0.0620 -0.0313 -0.445
C -4.7471 -6.0355 3.4772 -0.1909 0.1053 0.0723 -0.385
H -1.5274 -7.0462 3.0385 -0.0996 0.1350 0.1346 0.451
H -2.6291 -8.5198 1.4036 -0.0035 0.0686 0.0579 0.380
H -5.0786 -8.4155 1.0900 0.0346 0.0526 0.0431 0.374
H -6.4319 -6.8210 2.4071 0.0722 0.0314 0.0387 0.379
H -5.3497 -5.3441 4.0523 0.2103 -0.0052 0.0521 0.451
O 2.3167 1.4159 6.8657 -0.3100 -0.0378 0.0258 -0.615
N 1.0987 1.4240 6.8727 0.2169 0.2527 -0.2838 1.086
O 0.4091 2.1481 6.1755 0.1183 -0.2098 0.1680 -0.606
C 0.4143 0.5013 7.7851 -0.2794 -0.3721 0.3834 0.002
C 1.1649 -0.3140 8.6211 0.2062 -0.0494 0.0625 -0.329
C 0.5140 -1.1690 9.4994 -0.1582 0.0738 -0.0779 -0.448
C -0.8746 -1.2065 9.5331 -0.0098 -0.0140 0.0159 -0.406
C -1.6174 -0.3939 8.6853 0.1769 -0.0448 0.0508 -0.490
C -0.9732 0.4655 7.8064 -0.1892 0.0855 -0.0886 -0.232
H 2.2470 -0.2920 8.6021 -0.0960 0.1431 -0.1382 0.448
H 1.0896 -1.8051 10.1609 -0.0028 0.0553 -0.0699 0.378
H -1.3804 -1.8715 10.2241 0.0344 0.0362 -0.0585 0.379
H -2.6997 -0.4283 8.7125 0.0736 0.0260 -0.0404 0.383
H -1.5605 1.0969 7.1519 0.2187 0.0285 -0.0149 0.446
```
Positions in Å, forces in eV/Å.

=====

Here is a molecular structure, C24H42IrN3Se2Te2 from the OMol25 dataset. Energies are from ωB97M-V with the def2-TZVPD basis set.

## Properties
Highest occupied orbital energy (alpha / beta), eV: -6.2 / -7.0
Expectation value of S²: 6.028
ΔE to the lowest compared entry with this formula, charge and spin, eV: 0.9779
HOMO-LUMO gap (alpha / beta), eV: 5.58 / 4.50
Lowest unoccupied orbital energy (alpha / beta), eV: -0.647 / -2.490
Spin multiplicity: 5

The geometry in XYZ format:
```
74
Properties=species:S:1:pos:R:3:forces:R:3:mulliken_charge:R:1
Ir 0.1917 -0.1320 -0.0762 -0.5621 0.0532 0.0448 1.904
C 0.9387 0.1153 2.5577 0.0010 -0.2232 -0.1447 -0.587
C -0.4192 -0.0357 2.8955 0.2996 -0.0613 -0.0068 0.152
C -0.8881 -1.2137 2.2151 0.0020 0.1140 -0.2272 0.017
C 0.2229 -1.7522 1.5008 0.1388 0.1315 -0.0339 -0.911
C 1.3843 -0.9329 1.7083 -0.0385 0.1990 0.1162 -1.036
C 2.8275 -1.3932 1.5687 0.1130 -0.0120 -0.1724 2.567
C 2.9549 -2.7530 2.2705 -0.0045 0.2147 -0.0389 -1.723
C 3.7805 -0.3992 2.2383 -0.2020 -0.1890 -0.0947 -2.017
C 3.2603 -1.5573 0.1059 -0.0132 0.1034 0.2065 -1.543
C -2.2130 -1.9588 2.2197 -0.2677 -0.1142 0.0025 2.220
C -2.4029 -2.7145 3.5467 -0.0394 0.1043 -0.1011 -1.728
C -2.2513 -3.0381 1.1263 0.1050 0.1789 0.0115 -1.769
C -3.4072 -1.0409 1.9400 0.1411 -0.1101 0.0880 -1.546
C -1.0586 0.9653 3.8526 -0.1820 0.2568 0.0704 2.763
C -1.9270 0.3078 4.9333 0.0947 0.0621 -0.1774 -2.053
C -1.8871 2.0077 3.0849 0.0731 -0.1174 0.0473 -1.289
C 0.0287 1.7473 4.6164 -0.1362 -0.0995 -0.0930 -2.203
H 1.5790 0.8801 2.9465 0.1449 0.1791 -0.0061 0.474
H 0.2655 -2.7538 1.1074 -0.0718 -0.0247 -0.1906 0.697
H 2.5771 -2.6901 3.2882 -0.0303 -0.0327 0.1573 0.356
H 3.9991 -3.0593 2.2989 0.0990 -0.0771 0.0256 0.461
H 2.3868 -3.5137 1.7412 -0.0437 -0.1277 -0.0428 0.341
H 3.5890 -0.3370 3.3060 0.0171 0.0331 0.1618 0.345
H 3.6759 0.5950 1.8084 -0.0095 0.1507 -0.0679 0.338
H 4.8064 -0.7253 2.0881 0.1646 -0.0199 0.0023 0.463
H 2.4940 -2.0640 -0.4812 -0.0506 -0.0133 -0.1154 0.238
H 4.1730 -2.1464 0.0497 0.1470 -0.1036 -0.0020 0.492
H 3.4756 -0.5819 -0.3339 -0.1117 -0.0625 -0.0881 0.091
H -1.4919 -3.2490 3.8072 0.0854 -0.0841 0.0398 0.311
H -3.2059 -3.4411 3.4369 -0.1137 -0.0882 0.0277 0.486
H -2.6603 -2.0538 4.3629 0.0067 0.0401 0.1533 0.256
H -1.5508 -3.8447 1.3280 0.0827 -0.1043 -0.0134 0.367
H -2.0333 -2.6164 0.1465 -0.0287 -0.0135 -0.0152 -0.055
H -3.2506 -3.4684 1.0894 -0.0587 -0.0538 0.0090 0.543
H -3.5217 -0.2714 2.6930 -0.0435 0.1065 0.0520 0.170
H -4.3244 -1.6271 1.9165 -0.1208 -0.0492 0.0124 0.562
H -3.2796 -0.5654 0.9696 -0.0091 0.1119 -0.1190 0.106
H -2.8725 -0.0439 4.5395 -0.1060 -0.1234 -0.0080 0.276
H -2.1544 1.0360 5.7096 -0.0373 0.1028 0.0567 0.538
H -1.3961 -0.5200 5.3956 0.0116 -0.1375 0.0840 0.362
H -2.6436 1.5434 2.4605 -0.1064 -0.0267 -0.0849 -0.092
H -1.2326 2.5917 2.4440 0.0186 0.0774 -0.0157 -0.090
H -2.3794 2.6793 3.7873 -0.0717 0.1002 0.0781 0.627
H 0.7036 1.0717 5.1380 0.1010 -0.0450 0.0613 0.400
H -0.4497 2.3847 5.3578 -0.0532 0.0711 0.0469 0.477
H 0.6070 2.3921 3.9588 0.0813 0.0351 -0.0922 0.249
Se -0.7536 -1.8455 -1.9773 0.1452 0.4318 -0.5066 -0.290
Te 0.0544 -0.5637 -3.9230 -0.3625 -0.4459 0.4614 0.013
Te 1.7424 0.8428 -2.3133 0.1606 0.2543 0.2845 0.071
Se 1.1904 3.1455 -2.8335 0.0718 0.1554 -0.1021 -0.589
C 0.7688 5.1714 1.3234 0.0776 -0.0787 -0.1801 -0.618
C 1.6158 4.0192 0.8077 0.0234 0.3256 0.0984 -0.629
N 0.7546 2.8615 0.7711 0.2203 -0.0618 -0.0960 1.255
C -0.4581 2.9184 0.1507 0.3766 -0.4331 0.1045 -0.740
N -0.9773 1.7856 -0.2468 0.3883 -0.8124 0.2231 -0.205
C -2.2938 1.7939 -0.8539 -0.1389 -0.0743 -0.1404 -0.873
C -2.5629 3.1184 -1.5556 0.0568 -0.0714 0.2053 -0.600
C -2.3809 4.2299 -0.5344 -0.3266 -0.1965 -0.2429 -0.793
N -1.0804 4.1130 0.0957 -0.0218 -0.0135 -0.0152 0.605
C -0.3882 5.3604 0.3559 0.2415 0.2187 0.2156 -0.737
H 1.3510 6.0881 1.3801 0.0154 0.0906 0.0087 0.408
H 0.3981 4.9265 2.3209 -0.0157 0.0362 0.0133 0.233
H 2.4542 3.8055 1.4728 -0.0451 0.0050 0.0044 0.360
H 2.0087 4.2481 -0.1922 0.0265 0.0044 0.1115 0.267
H 1.2050 1.9558 0.6645 -0.1550 0.1705 0.0194 -0.806
H -3.0549 1.6145 -0.0819 -0.0379 -0.0339 -0.0845 0.199
H -2.3401 0.9642 -1.5675 -0.0494 0.0875 0.1109 0.312
H -3.5687 3.1369 -1.9733 -0.0443 0.0214 0.0161 0.412
H -1.8376 3.2521 -2.3601 -0.0098 -0.0227 -0.0324 0.223
H -3.1617 4.1727 0.2365 0.0122 0.1054 -0.1178 0.247
H -2.4406 5.2073 -1.0189 0.0114 -0.0265 0.0721 0.470
H -1.1163 6.0634 0.7711 0.0488 -0.0223 -0.0953 0.478
H -0.0074 5.7618 -0.5930 -0.0852 0.0747 0.0603 0.319
```
Positions in Å, forces in eV/Å.

=====

Number 1: calculated total energy -115112.3689 eV. Number 2: calculated total energy -178157.4394 eV.